Here is a cluster of 12 separate species, C23H70O23 in total in a non-equilibrium geometry from OMol25. Energies are from the ωB97M-V functional and the def2-TZVPD basis.

```
! wB97M-V def2-TZVPD RIJCOSX def2/J DEFGRID3
* xyz 0 1
O 0.86131 0.06686 -2.10106
C 0.12188 -0.67769 -1.09144
C -0.48240 0.31850 -0.11344
O 0.43282 1.27424 0.39214
H 1.42856 0.59269 -1.51064
H -0.60380 -1.32940 -1.56896
H 0.93056 -1.22445 -0.58733
H -1.04973 -0.17250 0.67963
H -1.18065 0.88813 -0.73654
H 0.50426 1.22134 1.34764
O -0.62360 -3.97476 -3.15847
C -0.94583 -2.97925 -4.09887
C -1.28425 -3.48065 -5.48431
O -2.55058 -4.16281 -5.56753
H -1.14663 -4.77412 -3.24596
H -1.78879 -2.37778 -3.73400
H -0.11442 -2.27463 -4.17427
H -0.53795 -4.17708 -5.87403
H -1.33651 -2.58526 -6.10979
H -3.01498 -3.73345 -6.28883
O -3.05862 -2.48483 -0.50462
C -3.80701 -3.71745 -0.63066
C -5.07068 -3.37075 -1.39467
O -6.09269 -2.86745 -0.53763
H -3.42973 -1.97446 0.24642
H -3.14033 -4.31349 -1.25008
H -4.08060 -4.20041 0.30685
H -5.49645 -4.20598 -1.96447
H -4.86975 -2.56953 -2.10258
H -6.48729 -3.54848 0.01089
O 2.06545 3.99316 3.90156
C 1.83525 4.44056 2.58561
C 0.66712 5.42242 2.48063
O 0.43359 5.72464 1.11428
H 1.33081 3.56966 4.35272
H 2.70334 4.94902 2.17016
H 1.55432 3.57933 1.97079
H 0.87035 6.35839 3.00948
H -0.21823 4.98282 2.94302
H 1.09582 6.35092 0.81138
O 3.78880 -1.30978 -0.43216
C 3.69180 -2.71506 -0.67682
C 3.04344 -3.41550 0.48826
O 3.21837 -4.84243 0.41643
H 4.31556 -1.06568 0.34484
H 3.10520 -2.86991 -1.58240
H 4.70144 -3.00882 -0.97712
H 1.97149 -3.19883 0.45742
H 3.39400 -3.06939 1.46556
H 2.47629 -5.18976 0.92038
O -0.57454 1.18680 -4.95177
C -0.57011 0.39481 -6.14871
C -1.84749 0.62551 -6.93428
O -2.94686 0.04952 -6.25596
H -0.24470 0.70962 -4.18377
H 0.33947 0.65942 -6.70123
H -0.37901 -0.63433 -5.83630
H -1.57998 0.08598 -7.85469
H -2.14080 1.61772 -7.27476
H -3.43856 0.72535 -5.78806
O -4.12261 -1.16681 1.64271
C -4.65093 -0.14802 0.77504
C -4.28612 1.22476 1.36950
O -4.89430 1.43686 2.62697
H -4.65880 -1.15822 2.43724
H -4.19590 -0.16776 -0.21251
H -5.73533 -0.21645 0.70652
H -4.65182 2.05343 0.75812
H -3.19874 1.36951 1.38258
H -4.78441 0.72954 3.26287
O -0.74316 2.23767 3.91339
C -1.56085 2.31029 5.06832
C -1.20598 3.30776 6.15895
O -1.58399 4.62304 5.78637
H -1.28233 2.28860 3.11917
H -2.63888 2.31019 4.87807
H -1.50185 1.30717 5.52179
H -0.13155 3.28184 6.37549
H -1.75282 3.01926 7.05452
H -1.41930 4.76935 4.85141
O 3.64533 1.21378 -1.65069
C 3.73606 1.36336 -3.04700
C 2.94417 0.40062 -3.95561
O 3.04821 -0.93204 -3.51253
H 3.65093 0.27299 -1.37560
H 3.51756 2.40092 -3.31375
H 4.79776 1.28058 -3.32451
H 3.19139 0.56059 -5.00393
H 1.86076 0.58839 -3.87492
H 2.73453 -0.97202 -2.60438
O 1.22210 -3.14862 6.92281
C 0.37543 -2.81414 5.86266
C 1.05486 -1.95053 4.80975
O 0.04560 -1.60497 3.86429
H 1.90403 -3.79393 6.74006
H -0.02899 -3.70471 5.37335
H -0.49081 -2.21482 6.14508
H 1.85953 -2.45455 4.26064
H 1.49719 -1.05144 5.24949
H 0.41372 -0.97332 3.23367
O 4.82803 -0.41405 2.01332
C 4.19610 0.87856 2.24187
C 2.90887 0.60085 3.02507
O 2.08101 -0.24084 2.22109
H 4.98387 -0.89049 2.83457
H 4.94767 1.48636 2.74160
H 3.93903 1.19117 1.23045
H 2.43450 1.58611 3.05429
H 3.11299 0.15252 3.99833
H 2.66137 -0.61417 1.54366
C 1.08495 3.81205 -3.03207
O 1.11219 4.36989 -1.71658
H 0.17401 4.15735 -3.51794
H 1.96768 3.89777 -3.66526
H 0.88232 2.73980 -2.90228
H 1.95803 4.11774 -1.33344
*
```

Output
Frontier orbital gap: 9.626 eV
Energy above the lowest of the compared OMol25 structures with the same formula, charge and spin: 70.3 kcal/mol
Structure (SMILES): OCCO.OCCO.OCCO.OCCO.OCCO.OCCO.OCCO.OCCO.OCCO.OCCO.OCCO.CO

***

Here is a cluster of 13 separate species, C23H72N6O13 in total in a non-equilibrium geometry from OMol25. Energies are from the ωB97M-V functional and the def2-TZVPD basis.

```
! wB97M-V def2-TZVPD RIJCOSX def2/J DEFGRID3
* xyz 0 1
C -1.96600 5.96600 28.87500
O -2.58600 6.32100 27.60300
H -1.30200 6.78700 29.05900
H -1.52000 4.94700 28.93500
H -2.64300 5.98600 29.72100
H -3.00900 5.43300 27.35700
C 0.76100 -2.54000 29.36700
O 0.82100 -3.93700 29.32300
H 0.92000 -2.11500 28.41300
H 1.60200 -2.15800 30.04000
H -0.11000 -2.11700 29.79400
H 1.71800 -4.13900 29.05100
C -3.06300 1.59700 24.21500
O -3.79400 0.97200 25.18100
H -2.81700 2.61800 24.43900
H -3.56700 1.55900 23.30300
H -2.17900 1.00700 24.20800
H -3.83300 0.06800 24.93300
C 3.31600 3.05100 24.83600
O 2.26500 3.64300 24.11600
H 4.23300 3.51000 24.49300
H 3.31400 1.94900 24.67800
H 3.30800 3.27100 25.88600
H 2.04500 4.46600 24.53100
C 3.14900 0.67300 27.46800
O 4.23000 0.82000 28.28500
H 2.49900 -0.07800 27.81200
H 3.49100 0.32900 26.48900
H 2.58100 1.63100 27.41000
H 4.59200 0.01200 28.59400
C -3.39000 -1.78800 23.75800
O -3.18700 -1.95600 22.40200
N -2.47100 -1.78600 24.70800
N -4.58500 -1.54100 24.22200
H -1.55500 -2.17400 24.57200
H -2.65800 -1.55300 25.73300
H -5.35100 -1.38200 23.51100
H -4.80400 -1.41300 25.20500
C 0.35500 -3.11100 25.48100
O 1.63200 -2.66200 25.63800
N -0.24600 -3.11000 24.34000
N -0.41400 -3.63100 26.41700
H 0.23700 -2.51400 23.65600
H -0.86000 -3.92100 24.04300
H 0.00700 -3.83700 27.28600
H -1.24600 -4.21400 26.30600
C -3.39700 -1.24400 27.56200
O -3.77000 -0.17200 28.28700
N -2.14200 -1.52400 27.41600
N -4.33600 -2.02500 27.09900
H -1.52100 -0.90000 27.87300
H -1.63100 -2.36500 27.04500
H -5.30100 -1.92700 27.33400
H -3.94000 -2.91900 26.71900
C -4.97400 3.19100 28.21600
C -5.19400 4.08400 26.98700
C -6.05500 5.32200 27.34000
O -4.13300 4.52800 26.56400
H -4.41000 3.56200 29.10600
H -4.48800 2.39800 27.84900
H -5.97100 2.99000 28.57500
H -5.67900 3.42200 26.24700
H -5.45700 5.74700 28.14600
H -6.96700 5.09400 27.77100
H -6.06400 5.97600 26.49000
H -4.15400 4.61700 25.64400
C 1.24500 4.37600 27.15000
C 1.58000 5.83100 26.81900
C 1.81300 6.72200 28.06100
O 2.55500 6.17400 26.11000
H 2.08300 3.82500 27.54700
H 0.93700 3.77300 26.26900
H 0.36100 4.33200 27.87900
H 0.66500 6.19700 26.44000
H 1.03200 6.61100 28.80700
H 1.91300 7.85700 27.78100
H 2.64000 6.40500 28.65500
H 2.55600 7.09600 25.89500
C 0.05700 0.48600 26.20300
C -0.27800 1.28900 27.42900
C -1.34800 2.37100 27.10700
O -0.66100 0.68100 28.42100
H 0.57000 -0.39500 26.54300
H 0.54500 1.10500 25.42900
H -0.84000 0.12400 25.72700
H 0.61800 1.73900 27.80300
H -1.14200 2.96700 26.25900
H -1.76700 3.04900 27.89300
H -2.19100 1.83800 26.75200
H -1.63000 0.80500 28.61400
C -0.62400 3.60200 23.06800
C -0.81000 5.07200 23.26400
C -1.87300 5.39500 24.43300
O 0.21400 5.72800 23.56800
H 0.18600 3.51300 22.43100
H -1.56600 3.21800 22.66700
H -0.36100 2.94600 23.98600
H -1.16800 5.39600 22.33200
H -1.59400 5.00500 25.38600
H -2.85400 5.04700 24.18200
H -2.03400 6.47100 24.56700
H 0.63000 6.01300 22.76000
C 1.84700 0.39000 22.64200
C 0.51300 -0.32400 22.65400
C -0.50700 0.19900 21.75200
O 0.55600 -1.53400 22.53700
H 2.47400 0.04000 23.39000
H 1.75700 1.38500 22.82000
H 2.29800 0.14300 21.70900
H 0.13500 -0.14800 23.59900
H -0.06000 0.15300 20.76300
H -0.62700 1.25700 21.95900
H -1.57500 -0.14300 21.77200
H 1.18100 -1.64500 21.78400
*
```

Output
Frontier orbital gap: 9.147 eV
Energy above the lowest of the compared OMol25 structures with the same formula, charge and spin: 231.0 kcal/mol

***

Q: Among the records above, which one has the highest frontier orbital gap?
A: C23H70O23

***

Q: Number 1 is which compound?
A: C23H70O23

***

Q: The lowest frontier orbital gap belongs to which entry?
A: C23H72N6O13